(1)
Molecular formula: C4Cl2CoInO4
Method: DFT, ωB97M-V/def2-TZVPD

**<S²>**: 6.0185
**Spin multiplicity**: 5
**HOMO (spin up / spin down)**: -27.300 / -28.193 eV
**Frontier orbital gap (spin up / spin down)**: 6.77 / 7.40 eV
**Energy**: -2944.532676 Eh
**Net charge**: +4
**Lowest unoccupied orbital energy (spin up / spin down)**: -20.53 / -20.80 eV

```
12
Properties=species:S:1:pos:R:3:forces:R:3:lowdin_charge:R:1
Co 2.094324 -0.776514 0.830219 -3.349 -5.102 1.177 0.552
In -2.280682 1.326815 -0.371359 -0.666 -1.821 -0.893 1.221
Cl 0.996343 -0.996295 2.613885 -0.825 -0.376 1.440 0.720
Cl -0.642845 -0.356359 -0.706546 -0.148 0.877 0.282 0.275
C -3.123845 0.699024 -2.612945 0.163 -0.861 -4.205 0.095
C 3.305321 0.308945 1.487692 6.968 7.185 5.244 -0.076
C 2.421548 -0.252722 -0.845507 0.816 2.967 -9.460 -0.068
O -3.140611 0.354500 -3.708344 -0.162 1.491 4.887 0.296
O 3.947726 1.084770 2.041159 -2.557 -3.322 -2.527 0.348
O 2.472723 0.175258 -1.908050 0.138 -1.689 4.260 0.318
O -3.009993 -1.281498 1.872914 -0.359 4.074 -2.113 0.261
C -3.040009 -0.285924 1.306883 -0.020 -3.421 1.908 0.058
```
Forces are in eV/Å.


(2)
Molecular formula: C4Cl3FO2
Method: DFT, ωB97M-V/def2-TZVPD

**SMILES string**: O=C=C(Cl)Cl.O=C=C(F)Cl
**HOMO**: -8.968 eV
**ΔE to the lowest compared entry with this formula, charge and spin**: 36.4 kJ/mol
**Frontier orbital gap**: 8.53 eV
**Energy**: -1783.205063 Eh
**Net charge**: 0
**Lowest unoccupied orbital energy**: -0.43 eV

```
10
Properties=species:S:1:pos:R:3:forces:R:3:lowdin_charge:R:1
O 0.713360 -1.135909 -2.641743 0.826 0.171 0.617 0.199
C 1.176345 -0.794449 -1.630761 -1.588 -0.094 -1.154 -0.316
C 1.363231 -0.365045 -0.396813 1.693 -0.073 0.563 -1.087
Cl 2.043246 1.253005 -0.191785 -0.518 -0.980 0.124 0.634
Cl 1.729838 -1.679944 0.730464 -0.262 0.905 -0.267 0.632
O -0.400803 0.544765 2.567930 -1.782 0.669 -2.516 0.157
C -1.007734 0.690251 1.555072 2.850 -0.676 3.283 -0.206
C -1.399402 0.537176 0.296433 -1.615 0.261 0.208 -0.754
F -1.544134 1.593727 -0.506589 0.272 -0.034 -0.387 0.020
Cl -2.673948 -0.643581 0.217791 0.124 -0.151 -0.471 0.721
```
Forces are in eV/Å.


(3)
Molecular formula: C4F5NO2
Method: DFT, ωB97M-V/def2-TZVPD

**<S²>**: 2.0359
**Spin multiplicity**: 3
**HOMO (spin up / spin down)**: -6.557 / -10.059 eV
**Frontier orbital gap (spin up / spin down)**: 6.21 / 4.69 eV
**Energy**: -856.639543 Eh
**Net charge**: 0
**Lowest unoccupied orbital energy (spin up / spin down)**: -0.35 / -5.37 eV

```
12
Properties=species:S:1:pos:R:3:forces:R:3:lowdin_charge:R:1
C -0.500780 -0.149287 0.202355 -3.116 2.538 -0.162 -0.086
C 0.844113 -0.403747 0.487111 -2.638 -1.819 3.400 -0.094
C -1.023887 1.213472 0.451536 -0.103 -2.808 -1.682 -0.283
C 1.824014 0.017498 -0.306201 1.818 1.080 -3.671 -0.197
N -1.260968 -1.081639 -0.578573 4.306 5.484 4.408 -0.438
O -0.594660 -1.974422 -1.038984 1.719 -4.102 -2.067 0.095
O -2.406771 -0.870984 -0.699116 -4.415 -0.628 -1.475 0.152
F 1.059895 -0.899565 1.766874 0.919 0.559 -2.055 0.127
F -2.305625 1.552530 0.485814 0.460 -0.167 0.432 0.128
F -0.226934 2.150947 0.892752 0.558 0.640 0.682 0.136
F 3.094675 -0.148363 -0.187997 -0.324 0.067 0.214 0.258
F 1.496930 0.593565 -1.475574 0.817 -0.845 1.975 0.203
```
Forces are in eV/Å.


(4)
Molecular formula: C4F7N
Method: DFT, ωB97M-V/def2-TZVPD

**HOMO (spin up / spin down)**: -11.262 / -11.541 eV
**ΔE to the lowest compared entry with this formula, charge and spin**: 119.9 kJ/mol
**Frontier orbital gap (spin up / spin down)**: 9.40 / 9.64 eV
**Energy**: -906.137741 Eh
**Net charge**: 0
**Lowest unoccupied orbital energy (spin up / spin down)**: -1.86 / -1.90 eV

```
12
Properties=species:S:1:pos:R:3:forces:R:3:lowdin_charge:R:1
C 1.351243 0.080530 1.102356 -1.476 -0.251 -1.514 -0.470
C 0.081983 -0.021530 0.295140 1.141 0.791 -1.129 0.177
C -0.793261 1.236404 -0.178362 3.361 -1.040 2.129 -0.581
C -0.222050 -1.268581 -0.571829 -0.064 0.685 2.125 -0.651
N 2.210980 0.379229 0.249572 -2.018 -0.526 1.183 0.345
F 1.310762 -0.231081 2.386810 0.723 0.299 -0.069 0.136
F -1.433846 1.674289 0.933926 -0.250 0.088 -1.252 0.148
F 0.043989 2.192625 -0.621164 -0.655 0.070 0.354 0.150
F -1.564147 0.889214 -1.157813 -1.445 0.289 -0.289 0.208
F -1.515648 -1.620666 -0.336647 0.573 0.061 -0.318 0.147
F -0.025139 -1.026162 -1.825073 -0.302 0.419 -2.014 0.208
F 0.555135 -2.284271 -0.276919 0.412 -0.885 0.793 0.184
```
Forces are in eV/Å.


(5)
Molecular formula: C4H10
Method: DFT, ωB97M-V/def2-TZVPD

**HOMO**: -7.988 eV
**ΔE to the lowest compared entry with this formula, charge and spin**: 510.1 kJ/mol
**Frontier orbital gap**: 7.63 eV
**Energy**: -158.208579 Eh
**Net charge**: 0
**Lowest unoccupied orbital energy**: -0.35 eV

```
14
Properties=species:S:1:pos:R:3:forces:R:3:lowdin_charge:R:1
C -0.451001 -1.567847 0.370613 -3.468 -0.779 -0.260 -0.014
C -1.024367 -0.267956 0.582665 0.580 3.718 0.303 -0.420
C -1.302459 0.735691 -0.293117 -1.130 -1.430 0.880 -0.102
C 1.945253 0.893583 -0.420645 -1.017 -0.071 0.281 -0.048
H -0.196496 -2.090089 1.284008 -0.361 -0.328 -0.095 0.047
H 0.197689 -1.823226 -0.458350 -0.534 0.125 -0.372 0.053
H -1.107813 0.055459 1.640758 0.156 -0.483 -0.467 0.105
H 2.429103 0.368922 0.392944 0.556 -0.037 0.009 0.017
H -1.628164 0.490323 -1.292845 0.725 0.134 -0.522 0.054
H -2.285094 -1.645934 0.043300 3.439 -1.356 0.547 0.248
H -1.757664 1.626306 0.103231 0.162 0.313 0.101 0.041
H 1.436711 1.752621 0.019206 0.072 0.014 -0.092 0.019
H 1.135046 0.229758 -0.767822 0.666 0.480 -0.294 -0.017
H 2.609255 1.242383 -1.203948 0.154 -0.301 -0.019 0.018
```
Forces are in eV/Å.


(6)
Molecular formula: C4H10BN
Method: DFT, ωB97M-V/def2-TZVPD

**HOMO**: -8.677 eV
**ΔE to the lowest compared entry with this formula, charge and spin**: 225.9 kJ/mol
**Frontier orbital gap**: 9.47 eV
**Energy**: -237.943961 Eh
**Net charge**: 0
**Lowest unoccupied orbital energy**: 0.79 eV

```
16
Properties=species:S:1:pos:R:3:forces:R:3:lowdin_charge:R:1
B -0.014691 1.389859 -0.232900 3.334 -0.204 -0.118 -0.354
C -0.657155 -1.294840 -0.006071 1.296 5.182 -0.620 -0.037
C -1.788632 -0.264525 0.068148 -0.259 -0.862 -0.307 -0.259
C 0.855260 0.086112 -0.615586 -3.016 -1.668 1.289 -0.121
C 2.094904 -0.139242 0.274980 0.350 -0.259 -0.447 -0.142
N -1.218747 1.089948 0.269774 -3.745 -0.880 0.396 0.037
H 0.501242 2.483822 -0.075788 -0.442 -0.290 -0.472 0.078
H -0.444851 -1.503222 1.007184 0.908 -1.271 0.655 0.055
H -0.861077 -1.976619 -0.780155 0.314 -1.354 -0.357 0.049
H -2.221253 -0.272320 -0.981614 -0.523 -0.005 1.542 0.120
H -2.511225 -0.557423 0.965454 1.036 0.864 -2.183 0.143
H 0.935268 -0.212424 -1.694203 0.356 0.347 1.134 0.096
H 2.311671 0.497992 1.167659 -1.166 -0.234 -0.552 0.076
H 2.924573 0.162429 -0.380219 0.332 -0.830 0.210 0.064
H 2.103798 -1.204127 0.626739 0.563 0.945 -0.570 0.077
H -2.009083 1.714580 0.386595 0.663 0.518 0.399 0.116
```
Forces are in eV/Å.


(7)
Molecular formula: C4H10BO7P
Method: DFT, ωB97M-V/def2-TZVPD

**SMILES string**: COB(O)[C@@]1([PH2]=O)COC(=O)O1.O
**HOMO**: -10.436 eV
**ΔE to the lowest compared entry with this formula, charge and spin**: 0.0 kJ/mol
**Frontier orbital gap**: 10.65 eV
**Energy**: -1051.394578 Eh
**Net charge**: 0
**Lowest unoccupied orbital energy**: 0.22 eV

```
23
Properties=species:S:1:pos:R:3:forces:R:3:lowdin_charge:R:1
C 2.039647 -0.711663 1.050083 0.045 -0.041 0.679 -0.054
O 1.277561 -1.833930 0.621529 -0.003 0.315 -0.694 0.063
B 0.226824 -1.615518 -0.227088 0.123 -0.246 0.351 -0.647
O 0.035115 -2.481496 -1.248448 -0.368 0.233 -0.240 0.219
C -0.809795 -0.426501 -0.007349 -0.197 0.233 -0.523 -0.365
P -0.352965 1.227183 -0.737718 0.081 0.349 1.150 0.784
O -0.766053 2.349214 0.125139 -0.286 0.230 0.005 -0.384
C -2.258971 -0.644288 -0.423111 -0.311 1.184 0.296 -0.135
O -2.826747 -1.330449 0.684548 0.415 -0.602 0.091 0.085
C -2.016955 -1.111793 1.757855 -0.676 -0.834 1.133 -0.523
O -2.181384 -1.616963 2.836648 0.210 0.917 -1.276 0.171
O -1.014476 -0.270111 1.416535 0.412 -0.127 0.226 0.063
H 2.844882 -1.084913 1.663469 0.251 -0.152 0.132 0.094
H 1.457463 -0.035372 1.665687 -0.261 0.156 0.048 0.098
H 2.472154 -0.167067 0.220101 0.069 0.044 -0.292 0.082
H 0.793902 -3.063729 -1.302326 0.178 -0.426 -0.091 0.119
H -1.009430 1.212021 -1.984639 0.337 -0.319 -0.189 0.046
H 1.030770 1.210822 -0.916962 0.006 -0.317 -0.538 0.009
H -2.733336 0.341075 -0.417463 -0.173 0.141 -0.205 0.126
H -2.451977 -1.081626 -1.387526 0.082 -0.753 -0.035 0.140
O 1.956508 3.360884 -1.011574 0.162 0.027 -0.147 -0.078
H 1.512856 4.207678 -0.903366 -0.120 -0.042 0.120 0.046
H 2.774408 3.566541 -1.474025 0.024 0.030 -0.002 0.040
```
Forces are in eV/Å.


(8)
Molecular formula: C4H10Br2LiNO5
Method: DFT, ωB97M-V/def2-TZVPD

**HOMO**: -1.522 eV
**Frontier orbital gap**: 6.47 eV
**Energy**: -5744.958631 Eh
**Net charge**: -2
**Lowest unoccupied orbital energy**: 4.95 eV

```
23
Properties=species:S:1:pos:R:3:forces:R:3:lowdin_charge:R:1
Li 1.780746 1.148689 -0.179973 0.416 0.195 0.439 0.316
Br 0.375968 3.203810 -0.600940 -0.216 0.026 -0.250 -0.529
Br 4.414586 1.137501 -0.523534 -0.159 -0.129 -0.327 -0.615
N 2.273120 0.721562 2.814861 0.395 -0.810 0.202 -0.607
O 1.542954 0.788687 1.775511 0.313 -0.169 0.309 -0.209
O 3.185441 -0.138382 2.903879 -0.871 0.634 -0.345 -0.088
O 2.041103 1.477614 3.770834 -0.067 0.089 -0.176 -0.068
C -3.608480 0.357881 0.189403 -0.498 -0.137 0.295 -0.141
O -2.568569 -0.552996 0.408781 -0.026 -0.640 -0.331 -0.190
C -1.304171 -0.003248 0.040760 0.493 0.374 0.213 -0.221
C -0.390294 -1.074902 -0.523708 0.005 0.130 -1.188 -0.181
O 0.799186 -0.493820 -1.068995 -0.382 0.486 0.252 -0.285
C 1.472420 -1.411033 -1.896354 0.785 0.825 -0.302 -0.123
H -4.576432 -0.110515 0.395174 0.196 -0.356 0.205 0.072
H -3.679876 0.662597 -0.859598 0.341 0.382 0.047 0.085
H -3.527819 1.198099 0.885367 0.084 0.334 -0.360 0.093
H -0.842313 0.478348 0.905272 0.026 0.148 -0.052 0.108
H -1.439300 0.738958 -0.748876 0.110 0.167 0.117 0.078
H -0.885990 -1.460473 -1.422515 -0.408 -0.583 0.326 0.116
H -0.124689 -1.880098 0.163217 -0.131 -0.004 0.184 0.132
H 0.891062 -1.697609 -2.783430 -0.587 -0.672 0.579 0.083
H 1.873844 -2.186100 -1.240380 -0.088 -0.535 -0.576 0.099
H 2.297506 -0.904560 -2.404749 0.270 0.244 0.739 0.074
```
Forces are in eV/Å.